Density functional theory data (ωB97M-V/def2-TZVPD) for a 2-piece molecular cluster, C5H11NO2S2 overall.

Bonds (Å) are listed after each position.
Positions of all 21 atoms, in Å:
1 C 3.4370 1.0140 -0.8572  C2 1.300, H11 1.092, H12 1.066
2 C 2.9037 -0.0933 -0.4341  C1 1.300, S10 1.808, H13 1.060
3 C -1.9070 -2.1640 0.4394  C5 1.506, H14 1.121, H15 1.039, H16 1.029
4 C -2.0094 2.0255 0.0997  S9 1.842, H17 1.023, H18 1.099, H19 1.076
5 C -1.7356 -0.6681 0.4388  C3 1.506, S9 1.757, H20 1.088
6 N 0.4123 -0.5297 -0.8904  S10 1.579, H21 1.034
7 O 1.0583 1.3666 0.7514  S10 1.509
8 O 1.2168 -1.0701 1.5037  S10 1.527
9 S -2.5708 0.4362 -0.6427  C4 1.842, C5 1.757
10 S 1.2751 -0.0722 0.3499  C2 1.808, N6 1.579, O7 1.509, O8 1.527
11 H 4.3971 1.1446 -1.3613  C1 1.092
12 H 2.8676 1.9065 -0.7365  C1 1.066
13 H 3.1172 -1.1061 -0.6610  C2 1.060
14 H -0.8406 -2.5078 0.3994  C3 1.121
15 H -2.3954 -2.4427 1.3128  C3 1.039
16 H -2.5497 -2.5230 -0.2799  C3 1.029
17 H -2.3109 2.2127 1.0594  C4 1.023
18 H -2.4118 2.7287 -0.6422  C4 1.099
19 H -0.9352 2.0170 0.0326  C4 1.076
20 H -1.2337 -0.1626 1.2614  C5 1.088
21 H 0.2150 -1.5123 -1.1432  N6 1.034

Orbital gap (alpha / beta)   0.270 / 0.270 hartree
HOMO (alpha / beta)   -8.6088 / -8.6073 eV
LUMO level (alpha / beta)   -1.26 / -1.26 eV

Density functional theory data (ωB97M-V/def2-TZVPD) for a single C12H26N6O3 molecule.

Bonds (Å) are listed after each position.
Positions of all 47 atoms, in Å:
1 H 5.8926 2.6150 -1.1030  N2 1.072
2 N 5.4506 1.6441 -1.2102  H1 1.072, C3 1.261
3 C 5.9631 0.6341 -0.6561  N2 1.261, N4 1.453, N5 1.487
4 N 7.0481 0.4512 0.2929  C3 1.453, H23 1.195, H24 1.054
5 N 5.5048 -0.7387 -0.9992  C3 1.487, C6 1.623, H25 1.084
6 C 4.7329 -1.3319 0.2997  N5 1.623, C7 1.500, H26 1.183, H27 1.115
7 C 4.1286 -0.3612 1.2702  C6 1.500, C8 1.530, H28 1.152, H29 1.200
8 C 2.8635 0.3578 0.7975  C7 1.530, C9 1.633, H30 1.124, H31 1.183
9 C 1.5367 -0.4463 0.2891  C8 1.633, N10 1.390, C11 1.474, H32 1.148
10 N 1.6673 -0.8315 -1.0401  C9 1.390, H33 1.075, H34 1.035
11 C 0.2239 0.1939 0.4877  C9 1.474, O12 1.267, N13 1.413
12 O -0.1715 0.6719 1.5926  C11 1.267
13 N -0.7774 -0.2721 -0.3938  C11 1.413, C14 1.453, H35 0.991
14 C -2.1142 0.2659 -0.2052  N13 1.453, C15 1.574, C20 1.497, H36 1.157
15 C -3.0455 -0.4446 0.8460  C14 1.574, C16 1.639, H37 1.072, H38 1.125
16 C -4.6768 -0.4206 0.6950  C15 1.639, C17 1.489, H39 1.176, H40 1.040
17 C -5.1753 -0.7977 -0.6568  C16 1.489, C18 1.572, H41 1.166, H42 1.155
18 C -6.7406 -0.9011 -0.7613  C17 1.572, N19 1.440, H43 1.167, H44 1.085
19 N -7.5512 0.1981 -0.3048  C18 1.440, H45 1.129, H46 1.079
20 C -2.2565 1.7514 -0.0895  C14 1.497, O21 1.165, O22 1.377
21 O -3.0347 2.3291 0.5571  C20 1.165
22 O -1.1811 2.4257 -0.6225  C20 1.377, H47 1.099
23 H 7.9966 1.0527 -0.1165  N4 1.195
24 H 7.4031 -0.5381 0.3704  N4 1.054
25 H 4.8240 -0.8106 -1.8400  N5 1.084
26 H 3.8757 -2.0515 -0.0822  C6 1.183
27 H 5.4694 -1.9568 0.8577  C6 1.115
28 H 4.1153 -0.9990 2.2296  C7 1.152
29 H 4.7459 0.6555 1.4310  C7 1.200
30 H 3.1258 1.1360 0.0298  C8 1.124
31 H 2.5242 1.0340 1.7072  C8 1.183
32 H 1.6055 -1.2277 1.1273  C9 1.148
33 H 2.5374 -1.4612 -1.0932  N10 1.075
34 H 2.1343 0.0437 -1.3365  N10 1.035
35 H -0.3343 -0.8256 -1.0868  N13 0.991
36 H -2.6460 0.0352 -1.2070  C14 1.157
37 H -2.8470 -1.4931 0.7465  C15 1.072
38 H -2.9372 -0.0805 1.9051  C15 1.125
39 H -4.7973 0.7484 0.6415  C16 1.176
40 H -5.1546 -0.8455 1.5150  C16 1.040
41 H -4.6632 -1.7501 -1.0934  C17 1.166
42 H -4.8190 0.1000 -1.2909  C17 1.155
43 H -7.3099 -1.1281 -1.7540  C18 1.167
44 H -6.8904 -1.8380 -0.2355  C18 1.085
45 H -7.6149 1.1507 -0.9070  N19 1.129
46 H -7.3251 0.5951 0.6732  N19 1.079
47 H -1.3056 3.4619 -0.2768  O22 1.099

Orbital gap   0.344 hartree
HOMO   -8.8732 eV
LUMO level   0.48 eV

Density functional theory data (ωB97M-V/def2-TZVPD) for a single C3H10N2O2 molecule.

Bonds (Å) are listed after each position.
Positions of all 17 atoms, in Å:
1 C 1.2744 0.6579 -0.6209  C2 1.522, H8 1.087, H9 1.088, H10 1.089
2 C 0.5800 0.1541 0.6363  C1 1.522, N3 1.437, O4 1.390, N5 1.553
3 N 1.0509 -1.1394 1.0484  C2 1.437, H11 1.014, H12 1.012
4 O 0.5933 1.0675 1.6838  C2 1.390, H13 1.107
5 N -0.9641 0.1171 0.4765  C2 1.553, C6 1.444, H14 1.016
6 C -1.5908 0.1200 -0.8245  N5 1.444, O7 1.412, H15 1.091, H16 1.099
7 O -1.1937 -0.9144 -1.6992  C6 1.412, H17 0.964
8 H 1.2029 -0.0762 -1.4199  C1 1.087
9 H 0.8347 1.5958 -0.9523  C1 1.088
10 H 2.3165 0.8535 -0.3715  C1 1.089
11 H 1.0040 -1.2148 2.0582  N3 1.014
12 H 2.0108 -1.3026 0.7715  N3 1.012
13 H -0.4460 1.3619 1.4417  O4 1.107
14 H -1.3119 -0.6499 1.0449  N5 1.016
15 H -1.3403 1.0511 -1.3353  C6 1.091
16 H -2.6772 0.0856 -0.6621  C6 1.099
17 H -1.3435 -1.7671 -1.2757  O7 0.964

Orbital gap   0.377 hartree
HOMO   -9.4150 eV
LUMO level   0.84 eV

Density functional theory data (ωB97M-V/def2-TZVPD) for a 2-piece molecular cluster, HI5Si2 overall.

Bonds (Å) are listed after each position.
Positions of all 8 atoms, in Å:
1 Si 1.3335 0.1876 -0.1980  Si2 2.352, I3 2.480, H8 1.389
2 Si 1.5463 1.1888 -2.3154  Si1 2.352, I5 2.509, I6 2.542, I7 2.549
3 I 2.5378 -1.9490 0.1720  Si1 2.480
4 I 2.5264 3.3244 2.6910  no bonds
5 I 2.7981 -0.2848 -3.9137  Si2 2.509
6 I -0.7453 1.4665 -3.3794  Si2 2.542
7 I 2.8415 3.3812 -2.2085  Si2 2.549
8 H 1.8601 1.0627 0.7430  Si1 1.389

Orbital gap (alpha / beta)   0.268 / 0.188 hartree
HOMO (alpha / beta)   -9.6955 / -8.5352 eV
LUMO level (alpha / beta)   -2.40 / -3.41 eV

Density functional theory data (ωB97M-V/def2-TZVPD) for a single C6H12O molecule.

Bonds (Å) are listed after each position.
Positions of all 19 atoms, in Å:
1 C 0.0658 -1.6747 -0.8381  C2 1.585, H8 1.111, H9 1.088, H10 1.101
2 C 0.5100 -0.5302 0.1644  C1 1.585, C3 1.525, O4 1.423, C5 1.502
3 C -0.1774 -0.7154 1.5134  C2 1.525, H11 1.090, H12 1.091, H13 1.088
4 O 1.8995 -0.6173 0.4580  C2 1.423, H14 0.966
5 C 0.2101 0.7630 -0.5374  C2 1.502, C6 1.457, C7 1.479, H15 1.087
6 C -1.1761 1.1974 -0.6552  C5 1.457, C7 1.622, H16 1.086, H17 1.081
7 C -0.0469 2.0586 0.1275  C5 1.479, C6 1.622, H18 1.085, H19 1.096
8 H -0.9953 -1.7606 -1.1546  C1 1.111
9 H 0.3131 -2.6050 -0.3307  C1 1.088
10 H 0.6609 -1.6102 -1.7618  C1 1.101
11 H 0.1187 0.0440 2.2364  C3 1.090
12 H 0.0937 -1.6829 1.9384  C3 1.091
13 H -1.2610 -0.6939 1.4178  C3 1.088
14 H 2.3837 -0.3749 -0.3417  O4 0.966
15 H 0.7385 0.8668 -1.4816  C5 1.087
16 H -1.9440 0.8093 0.0074  C6 1.086
17 H -1.5445 1.5531 -1.6071  C6 1.081
18 H -0.1776 2.0815 1.2043  C7 1.085
19 H 0.4317 2.9745 -0.2378  C7 1.096

Orbital gap   0.393 hartree
HOMO   -9.7036 eV
LUMO level   1.00 eV

Density functional theory data (ωB97M-V/def2-TZVPD) for a single C5H8N2 molecule.

Bonds (Å) are listed after each position.
Positions of all 15 atoms, in Å:
1 C 1.1667 0.9275 -0.4563  C2 1.331, H8 1.083, H9 1.085
2 C -0.0563 0.6578 -0.0054  C1 1.331, C3 1.510, C4 1.509
3 C -1.3265 1.0491 -0.7218  C2 1.510, H10 1.095, H11 1.090, H12 1.090
4 C -0.1362 -0.2540 1.1939  C2 1.509, N5 1.480, H13 1.092, H14 1.093
5 N 0.1159 -1.6546 0.7881  C4 1.480, C6 1.349, H15 1.012
6 C 1.1229 -1.8447 -0.0895  N5 1.349, N7 1.161
7 N 1.9960 -2.0451 -0.8277  C6 1.161
8 H 2.0417 0.6267 0.1066  C1 1.083
9 H 1.3535 1.4555 -1.3851  C1 1.085
10 H -1.5517 2.1188 -0.6654  C3 1.095
11 H -1.2927 0.8005 -1.7829  C3 1.090
12 H -2.1936 0.5385 -0.3023  C3 1.090
13 H -1.1192 -0.2454 1.6704  C4 1.092
14 H 0.6087 0.0180 1.9465  C4 1.093
15 H -0.7293 -2.1486 0.5309  N5 1.012

Orbital gap   0.382 hartree
HOMO   -9.7245 eV
LUMO level   0.68 eV